{"formula": "C34H40BrFeGeN3O4P", "method": "wB97M-V/def2-TZVPD", "elements": ["Fe", "O", "C", "C", "C", "C", "C", "C", "C", "O", "N", "N", "C", "C", "Br", "C", "C", "C", "C", "C", "C", "C", "H", "H", "H", "H", "H", "H", "H", "H", "H", "H", "H", "H", "H", "H", "N", "C", "C", "C", "O", "O", "H", "H", "H", "H", "H", "H", "C", "P", "C", "C", "H", "H", "H", "H", "H", "H", "H", "H", "H", "Ge", "C", "C", "C", "C", "C", "C", "C", "C", "C", "C", "C", "C", "H", "H", "H", "H", "H", "H", "H", "H", "H", "H", "H"], "coordinates": [[2.110, -0.248, 0.109], [-3.592, 0.822, 1.394], [-3.984, 1.668, 0.353], [-5.230, 2.258, 0.380], [-5.547, 3.347, -0.448], [-4.620, 3.666, -1.444], [-3.450, 2.904, -1.523], [-3.031, 1.965, -0.601], [-1.735, 1.173, -0.751], [-2.100, -0.160, -1.036], [-0.750, 1.397, 0.243], [0.242, 0.500, 0.427], [0.706, 0.508, 1.692], [1.417, -0.605, 2.164], [0.883, -2.335, 1.409], [2.010, -0.559, 3.464], [2.710, 0.662, 3.943], [3.145, 1.713, 3.143], [3.804, 2.814, 3.704], [4.163, 2.800, 5.092], [3.658, 1.794, 5.898], [3.015, 0.657, 5.331], [-4.054, 1.185, 2.213], [-5.916, 1.859, 1.129], [-6.459, 3.886, -0.297], [-4.729, 4.465, -2.252], [-2.677, 3.127, -2.283], [-1.251, 1.509, -1.711], [-0.649, 2.295, 0.784], [0.442, 1.344, 2.348], [1.262, -0.847, 4.216], [2.999, 1.769, 2.112], [4.055, 3.568, 3.018], [4.922, 3.524, 5.426], [3.792, 1.865, 6.975], [2.886, -0.248, 5.987], [3.658, -1.531, -0.262], [4.554, -2.283, 0.824], [4.885, -1.378, 2.064], [4.290, -1.794, 3.420], [2.932, -1.777, 3.654], [4.937, -2.192, 4.369], [3.184, -2.331, -0.765], [4.294, -1.130, -0.954], [5.511, -2.440, 0.319], [3.962, -3.179, 1.104], [4.584, -0.366, 1.800], [6.009, -1.201, 2.205], [4.681, 1.849, -0.963], [2.872, 1.516, -1.032], [2.091, 3.113, -0.366], [2.475, 1.186, -2.833], [4.827, 2.869, -0.676], [5.141, 1.595, -1.924], [5.132, 1.221, -0.234], [2.526, 4.026, -0.847], [2.327, 3.158, 0.682], [1.017, 3.091, -0.399], [3.280, 1.517, -3.500], [1.487, 1.550, -3.141], [2.459, 0.039, -2.930], [-2.822, -1.734, -0.727], [-4.601, -1.991, -1.420], [-5.554, -2.734, -0.656], [-6.795, -3.047, -1.141], [-7.121, -2.638, -2.451], [-6.206, -1.920, -3.219], [-4.981, -1.553, -2.690], [-1.704, -2.430, -2.179], [-1.806, -1.721, -3.337], [-1.251, -2.181, -4.516], [-0.401, -3.260, -4.458], [-0.111, -3.803, -3.223], [-0.747, -3.406, -2.059], [-2.505, -2.270, 0.676], [-5.293, -3.093, 0.335], [-7.460, -3.741, -0.603], [-8.198, -2.775, -2.853], [-6.415, -1.583, -4.219], [-4.437, -0.816, -3.287], [-2.207, -0.701, -3.285], [-1.388, -1.638, -5.437], [0.163, -3.656, -5.278], [0.626, -4.611, -3.104], [-0.352, -3.871, -1.090]], "de_lowest_kcal_mol": 40.3, "s_squared": 8.795, "total_charge": 2, "multiplicity": 6, "lumo_ha": [-0.227, -0.312]}